This record from the OMol25 dataset describes an isolated molecule of C5H9N. The level of theory is ωB97M-V/def2-TZVPD.

SMILES   C1C[C@@H]2N[C@@H]2C1
Gap between HOMO and LUMO   0.3851 Ha
Electronic energy   -6819.8781 eV
Energy relative to the best compared isomer or geometry (same formula, charge and spin)   25.8 kcal per mole
LUMO   1.14 eV

Each line ends with the Mulliken charge.
CARTESIAN COORDINATES (ANGSTROEM)
H (-1.497541, 1.481019, 0.119700)  0.300
C (-1.241168, 0.407028, 0.110916)  -0.557
H (-0.180106, 0.828791, 2.056104)  0.355
H (-0.320635, -0.833962, 1.653546)  0.300
C (0.867377, -0.113948, -0.983042)  -0.247
H (-2.222494, -0.093549, 0.231437)  0.317
N (0.052529, -1.306985, -1.174934)  -0.638
H (1.972856, -0.410332, 1.007776)  0.294
H (-1.071155, 0.308426, -2.067038)  0.402
H (1.680380, 0.103711, -1.674465)  0.389
H (0.005408, -1.813106, -0.311171)  0.302
C (-0.581826, -0.029497, -1.170218)  -0.070
C (-0.174424, 0.125911, 1.199715)  -0.841
C (1.170305, 0.161936, 0.444556)  -0.635
H (1.540494, 1.184558, 0.557118)  0.328

Forces on atoms 1 to 2 (eV/Å):
H 0.29 -0.27 -0.34
C -0.51 0.40 0.70



This record from the OMol25 dataset describes a structure of composition C35H39Ge2N2OReSSe. The level of theory is ωB97M-V/def2-TZVPD.

Gap between HOMO and LUMO (alpha / beta)   0.2139 / 0.2200 Ha
Electronic energy   -233284.2988 eV
Net charge   +2
Energy relative to the best compared isomer or geometry (same formula, charge and spin)   11.0 kcal per mole
LUMO (alpha / beta)   -7.71 / -7.53 eV

Each line ends with the Mulliken charge.
CARTESIAN COORDINATES (ANGSTROEM)
C (0.560191, 1.320122, -0.564548)  -0.584
C (-0.438155, 1.114744, 2.952721)  1.131
C (-0.155296, -4.946028, 1.693062)  -0.626
C (-2.742072, 0.554783, 2.525864)  -0.843
H (1.050469, -4.200332, -3.857903)  0.387
C (0.114197, -4.215653, 0.544780)  -0.088
N (-4.222994, 4.446150, -0.365385)  -0.574
C (0.690575, 3.569500, -1.372329)  1.006
C (0.634243, -4.791192, 2.826549)  -0.589
H (2.890749, -2.578731, 1.644699)  0.226
C (-2.187879, 2.642876, 3.610125)  -0.719
H (-2.807866, 0.130144, -3.915681)  0.489
H (2.734111, 4.210077, -1.721980)  0.526
C (0.932185, 0.961107, 2.740778)  -0.824
H (-1.240651, 5.583778, 0.688529)  0.465
C (-2.654490, 4.463070, -2.173126)  0.000
H (2.420436, -5.235129, -4.266366)  0.451
C (-3.147681, 1.780346, 3.069008)  0.523
C (1.186436, -3.322931, 0.512848)  0.589
C (-1.991517, -0.315967, -3.363400)  -0.624
H (3.187181, -1.871111, -4.623528)  0.378
H (-2.453321, 4.273374, -3.218505)  0.446
C (1.980826, -3.203274, 1.652673)  -0.020
C (-1.044651, -1.169752, 1.961184)  -1.516
O (1.482604, 0.051304, 2.037107)  -0.387
C (1.921033, -4.714215, -3.449959)  -1.195
C (3.930485, -2.196165, -3.895733)  -1.102
C (-1.660846, 4.916989, -1.318684)  0.026
H (2.348148, -3.818342, 3.679109)  0.474
N (1.904524, 1.192118, -0.533950)  0.241
Se (4.667381, -0.674361, -0.126772)  -0.001
C (-3.274862, 4.934734, 0.424849)  -0.547
H (1.586061, -5.458946, -2.727871)  0.379
H (1.629261, 1.682004, 3.169376)  0.493
C (-1.419840, 0.188465, 2.467958)  1.067
C (-4.590146, 2.150144, 3.086361)  -1.637
H (0.419889, -5.365943, 3.717159)  0.442
C (-0.069534, 2.477151, -0.945091)  -0.655
H (0.827835, 2.793714, 4.882559)  0.434
C (0.129221, 3.294117, 4.212855)  -1.952
H (-2.518658, 3.557678, 4.085158)  0.462
H (-0.020074, 0.455245, -0.268427)  0.414
Re (2.586740, -0.429697, 0.477109)  0.424
C (1.712182, -3.917088, 2.809618)  -0.902
C (-0.680867, -0.138440, -3.790252)  -0.829
H (4.034670, -4.993278, -0.797152)  0.375
C (-0.846997, 2.338297, 3.588998)  0.840
H (-0.409955, 4.036162, 4.796602)  0.417
Ge (3.141683, -3.438372, -2.606084)  0.644
H (-1.441963, -2.284602, -0.670837)  0.062
C (2.085442, 3.410302, -1.392412)  -0.850
H (4.746174, -2.670911, -4.439762)  0.428
H (-3.276035, -1.250869, -1.925886)  0.489
H (-3.501568, -0.137974, 2.185281)  0.502
H (5.158327, -4.932034, -2.158409)  0.434
C (-1.209801, -1.677729, -1.539128)  0.444
H (-0.470998, 0.446694, -4.676180)  0.463
H (-1.908944, -1.830180, 1.995861)  0.670
H (-4.717788, 3.871392, -2.275528)  0.411
C (-3.919936, 4.240091, -1.641728)  -0.463
C (0.356460, -0.730620, -3.087970)  -0.653
H (-5.228852, 1.272447, 3.162536)  0.426
H (-0.511952, -4.355485, -0.328788)  0.453
H (1.375500, -0.588566, -3.436772)  0.326
H (4.335118, -1.313861, -3.395496)  0.326
H (-0.712404, -1.124886, 0.918672)  -0.003
C (-2.253692, -1.090076, -2.242217)  -0.790
H (-1.148976, 2.504116, -0.927717)  0.458
H (-4.840277, 2.657304, 2.147824)  0.274
C (2.648756, 2.243276, -0.950449)  -0.808
S (0.022853, 5.096981, -1.880477)  -0.165
H (-4.819597, 2.838050, 3.897856)  0.422
H (0.707800, 3.831123, 3.457771)  0.400
H (5.137144, -3.623405, -0.990908)  0.294
Ge (1.683814, -2.258697, -1.048746)  -0.500
H (-0.234352, -1.621183, 2.529533)  0.222
H (3.719975, 2.112044, -0.924390)  0.363
C (4.503854, -4.332416, -1.526214)  -1.096
H (-0.979167, -5.647249, 1.702329)  0.475
C (-1.978607, 5.188403, 0.003600)  0.099
H (-3.561059, 5.138696, 1.451357)  0.490
C (0.109763, -1.503389, -1.947541)  0.862

Forces on atoms 1 to 2 (eV/Å):
C -0.01 0.05 -0.03
C 0.10 0.19 0.04



This record from the OMol25 dataset describes an isolated molecule of C4H8O2. The level of theory is ωB97M-V/def2-TZVPD.

SMILES   C[C@H]1[C@@H](O)[C@H]1O
Gap between HOMO and LUMO   0.3592 Ha
Electronic energy   -8370.0140 eV
Energy relative to the best compared isomer or geometry (same formula, charge and spin)   75.4 kcal per mole
LUMO   0.50 eV

Each line ends with the Mulliken charge.
CARTESIAN COORDINATES (ANGSTROEM)
H (-1.640163, 0.725238, 1.729676)  0.362
C (0.050721, 0.795216, -0.869850)  -0.390
H (-0.509134, -0.899137, -1.772870)  0.235
C (-0.922327, -0.012800, 1.364734)  -1.206
H (0.285201, -1.615978, -1.231810)  0.239
O (0.878918, -1.511368, -0.350051)  -0.478
H (-0.521641, -0.578757, 2.209266)  0.323
C (1.152461, -0.190658, -0.131161)  -0.364
H (0.651456, 1.531347, 1.075096)  0.365
C (0.187557, 0.666129, 0.607865)  0.442
O (-0.889499, 0.074836, -1.550830)  -0.493
H (2.166317, 0.141359, -0.358052)  0.361
H (-1.449693, -0.706853, 0.706390)  0.243
H (0.559827, 1.581427, -1.428404)  0.361

Forces on atoms 1 to 2 (eV/Å):
H 0.04 -0.09 0.00
C 1.91 -1.08 0.12



This record from the OMol25 dataset describes a cluster of 2 separate species, C2HBrF2S in total. The level of theory is ωB97M-V/def2-TZVPD.

Gap between HOMO and LUMO (alpha / beta)   0.2958 / 0.3216 Ha
Electronic energy   -88397.6537 eV
Energy relative to the best compared isomer or geometry (same formula, charge and spin)   98.9 kcal per mole
LUMO (alpha / beta)   -0.83 / -1.33 eV

Each line ends with the Mulliken charge.
CARTESIAN COORDINATES (ANGSTROEM)
H (1.790747, 1.560333, 0.007487)  0.121
F (0.856503, -1.466837, 0.684714)  -0.226
F (-1.200144, -1.216048, 0.986949)  -0.210
Br (-1.072191, 2.002139, -0.026729)  0.026
S (-0.126135, -0.626215, -1.588735)  -0.087
C (-0.178508, -0.778719, 0.224157)  0.694
C (-0.070273, 0.525346, -0.287846)  -0.319

Forces on atoms 1 to 2 (eV/Å):
H -1.02 -0.94 -0.15
F 1.07 0.07 0.38



electronic energy of number 2 (C35H39Ge2N2OReSSe)? -233284.2988 eV



Which formula does entry 3 have? C4H8O2